C6H18KO3 | ωB97M-V with the def2-TZVPD basis set

XYZ file:
```
28
Properties=species:S:1:pos:R:3:forces:R:3
K 1.4073 -1.0106 -1.0755 -0.1 0.1 0.2
O 2.1774 -3.0713 2.1819 0.0 0.8 -0.1
O -0.2747 0.1204 -4.5884 0.2 -1.0 0.4
O -0.7108 1.5976 0.8764 1.2 -0.9 -0.7
C -1.9867 1.5104 1.4896 0.1 1.0 0.4
C -2.0738 0.2188 2.2785 0.1 -0.2 -0.2
C -1.4932 1.9818 -5.5236 -0.6 -0.3 0.3
C 2.4121 -2.5604 3.5446 -0.6 -1.0 -1.0
C 3.5514 -1.5801 3.4822 -0.1 -0.8 -0.3
C -0.9207 1.3139 -4.2746 -0.1 2.0 -0.4
H 1.7977 -3.9525 2.2126 0.0 0.0 0.3
H -2.3163 1.3823 -5.9123 0.1 -0.3 -0.2
H -0.7411 2.1074 -6.3026 0.0 0.1 0.1
H -0.5562 2.4721 0.5116 -0.3 0.1 0.1
H -2.0371 2.4242 2.0816 -0.6 -0.2 0.6
H -2.0423 -0.6026 1.5627 -0.2 -0.2 0.0
H -0.1770 1.9872 -3.8484 0.2 -0.1 0.1
H -0.9866 -0.4853 -4.8077 0.1 -0.4 -0.3
H 4.3278 -2.1131 2.9333 0.4 0.2 0.2
H 1.4813 -2.1233 3.9062 0.0 0.0 0.1
H -1.2475 0.0496 2.9690 0.2 0.4 -0.1
H 3.2739 -0.7053 2.8942 0.0 0.2 0.3
H -2.9713 0.1176 2.8887 -0.2 0.2 -0.3
H 3.8888 -1.3568 4.4943 0.0 0.3 -0.2
H 2.6540 -3.4603 4.1101 0.1 0.3 0.5
H -2.7485 1.6042 0.7156 -0.3 -0.3 0.1
H -1.9915 2.9214 -5.2848 0.4 0.2 0.1
H -1.6962 1.2128 -3.5153 -0.2 -0.3 0.1
```
Forces are in eV/Å.

Properties
Charge   +1
Relative energy (zero: lowest compared OMol25 entry of this formula, charge and spin)   47.26 kcal/mol
HOMO-LUMO gap   0.35028 hartree
LUMO   -3.7 eV
Electronic energy   -28975.492 eV

Atomic partial charges in e from the Mulliken method, atoms 1 to 4: 0.9479 -0.5348 -0.5172 -0.5394

***

C6H12O | ωB97M-V with the def2-TZVPD basis set

XYZ file:
```
19
Properties=species:S:1:pos:R:3:forces:R:3
O -1.8458 -0.0903 -0.7802 0.2 0.3 0.3
C -1.9254 0.7716 1.4365 -0.1 0.0 0.0
C 0.3244 -1.9906 -1.7722 0.2 0.0 0.0
C 0.0925 1.1546 -0.1357 0.0 0.0 -0.1
C -1.2783 0.5389 0.0880 -0.1 0.0 -0.1
C 1.5507 -1.7101 -1.3463 -0.1 -0.1 -0.1
C 1.1086 0.8455 0.9700 0.0 0.0 0.1
H 2.0486 -0.7799 -1.6138 -0.1 -0.2 0.0
H 2.1232 1.0762 0.6297 -0.2 0.0 0.0
H 0.9212 1.4358 1.8734 0.0 -0.1 -0.1
H 2.1087 -2.3888 -0.7066 -0.1 0.0 -0.1
H -1.3651 0.2571 2.2257 0.0 0.1 -0.1
H -0.2475 -1.2998 -2.3846 0.1 -0.1 0.1
H -1.9224 1.8402 1.6800 0.0 -0.1 0.0
H -0.1792 -2.9141 -1.4976 0.1 0.1 0.0
H 1.0907 -0.2153 1.2437 0.0 0.2 -0.1
H 0.4480 0.8013 -1.1056 -0.1 0.1 0.1
H -0.0458 2.2421 -0.2124 0.0 -0.1 0.0
H -2.9494 0.3950 1.4153 0.1 0.1 0.0
```
Forces are in eV/Å.

Properties
Charge   0
Relative energy (zero: lowest compared OMol25 entry of this formula, charge and spin)   28.55 kcal/mol
HOMO-LUMO gap   0.38302 hartree
LUMO   0.9 eV
Electronic energy   -8463.116 eV

Atomic partial charges in e from the Mulliken method, atoms 1 to 4: -0.5631 -1.1929 -0.4943 -0.2794